The following is a DFT calculation (wB97M-V/def2-TZVPD) of 5 unconnected molecules or ions with the total composition C54H124ClNO2P3 in a non-equilibrium geometry.

Positions of all 185 atoms, in Å:
C1 -0.894638 5.844870 2.565364
C2 -1.455368 4.514880 2.034354
C3 -0.540888 3.343350 1.583974
C4 0.372812 3.629810 0.442134
P1 -0.270648 3.634220 -1.258126
C5 -0.922048 5.276120 -1.711226
C6 0.120012 6.292720 -2.111636
C7 -0.426318 7.456260 -3.081136
C8 -0.650248 7.050090 -4.560696
C9 -1.639398 2.408350 -1.412626
C10 -3.043178 2.762750 -0.833546
C11 -4.086438 3.147400 -1.974186
C12 -5.475778 3.375810 -1.369076
C13 1.110132 3.107440 -2.375416
C14 0.737952 3.090980 -3.862956
C15 1.992852 3.199800 -4.772966
C16 1.817092 3.710390 -6.221006
H1 -0.170888 5.699910 3.367414
H2 -1.568388 6.537750 3.069434
H3 -0.467458 6.412870 1.738924
H4 -2.177548 4.747850 1.251854
H5 -2.056158 4.023920 2.799924
H6 -0.989358 2.380090 1.340884
H7 -0.063028 2.940100 2.476804
H8 1.122362 2.838660 0.460844
H9 1.035932 4.478400 0.610254
H10 -1.393978 5.628270 -0.793966
H11 -1.652848 5.068490 -2.492836
H12 0.993732 5.796000 -2.533506
H13 0.511692 6.731380 -1.193876
H14 0.355862 8.211550 -3.004726
H15 -1.403478 7.834510 -2.780826
H16 0.242922 6.581770 -4.974246
H17 -0.904328 7.927040 -5.156086
H18 -1.494628 6.362830 -4.613616
H19 -1.287898 1.503010 -0.917736
H20 -1.836008 2.197590 -2.463826
H21 -3.083808 3.470680 -0.005726
H22 -3.455128 1.841340 -0.421996
H23 -4.070478 2.393070 -2.760836
H24 -3.682378 4.071240 -2.388146
H25 -5.571858 4.252960 -0.729176
H26 -5.783268 2.531790 -0.751666
H27 -6.237038 3.575490 -2.123206
H28 1.297362 2.093430 -2.022106
H29 1.914182 3.797920 -2.120806
H30 0.093422 3.932640 -4.116526
H31 0.194852 2.223100 -4.237016
H32 2.448162 2.213700 -4.864566
H33 2.732032 3.810170 -4.254136
H34 2.173682 4.726610 -6.389006
H35 0.840112 3.528780 -6.668926
H36 2.446712 3.174540 -6.931316
C17 2.766852 4.847760 4.718864
C18 2.958602 3.862010 3.609764
C19 2.976352 2.397360 4.073614
C20 3.228642 1.455530 2.823974
P2 3.424302 -0.365950 3.205514
C21 2.023912 -1.088300 4.296314
C22 1.811212 -2.609680 4.261584
C23 1.005652 -3.022820 5.506014
C24 0.165112 -4.271270 5.371004
C25 3.909322 -1.521140 1.716624
C26 4.169942 -3.035150 1.970684
C27 5.192562 -3.762040 0.976554
C28 6.561752 -3.060040 0.842244
C29 4.847972 -0.617300 4.346924
C30 6.254552 -0.388580 3.770734
C31 7.373532 -0.420940 4.755224
C32 8.575632 0.395110 4.481384
H37 1.853492 4.736270 5.303204
H38 2.624962 5.826550 4.260684
H39 3.583052 4.878680 5.440644
H40 3.900972 4.092110 3.112684
H41 2.220852 3.901570 2.808354
H42 2.010282 2.122380 4.496934
H43 3.665822 2.304340 4.912714
H44 4.140952 1.737730 2.298454
H45 2.413322 1.579560 2.111254
H46 1.149462 -0.541170 3.944064
H47 2.282352 -0.634700 5.253164
H48 2.700772 -3.235230 4.335554
H49 1.265762 -2.805500 3.338414
H50 0.374662 -2.222120 5.891804
H51 1.642162 -3.274110 6.354424
H52 0.588752 -5.047720 4.734014
H53 -0.822318 -4.037700 4.972854
H54 -0.023358 -4.781880 6.315394
H55 4.665432 -1.012130 1.118874
H56 3.146572 -1.304190 0.968794
H57 3.246002 -3.613440 1.966174
H58 4.570052 -3.175230 2.974874
H59 4.701672 -3.867860 0.009124
H60 5.284602 -4.776720 1.363904
H61 7.147902 -2.977130 1.757484
H62 6.431192 -2.029620 0.511644
H63 7.134672 -3.679410 0.152134
H64 4.590682 -1.613730 4.706124
H65 4.764212 -0.040780 5.268184
H66 6.299272 0.556130 3.228864
H67 6.349692 -1.171980 3.018844
H68 7.624432 -1.480570 4.706934
H69 6.997652 -0.242330 5.762654
H70 9.272142 -0.065840 3.781024
H71 9.078012 0.680840 5.405544
H72 8.245852 1.334140 4.036904
C33 -3.024678 0.418660 -4.222426
C34 -2.702548 -1.117570 -4.313746
C35 -1.340008 -1.615700 -3.748596
C36 -1.413988 -2.094320 -2.276806
P3 -0.293818 -3.446800 -1.937216
C37 -0.376038 -3.873700 -0.199316
C38 -1.788558 -4.297440 0.360954
C39 -1.518338 -4.988780 1.721194
C40 -2.800278 -5.488690 2.345074
C41 -0.976918 -4.895920 -2.855106
C42 -2.448838 -4.911320 -3.195476
C43 -2.878908 -6.249080 -3.924576
C44 -2.311208 -6.447090 -5.333046
C45 1.392282 -3.354250 -2.469506
C46 2.321852 -2.287620 -1.851546
C47 2.121632 -0.921150 -2.464446
C48 2.717872 -0.862090 -3.883336
H73 -4.047308 0.593860 -4.556536
H74 -2.235488 0.953200 -4.751146
H75 -3.071848 0.646420 -3.157536
H76 -2.796208 -1.344690 -5.375706
H77 -3.519288 -1.684040 -3.866386
H78 -0.568748 -0.853690 -3.860836
H79 -1.089708 -2.442540 -4.413276
H80 -2.426878 -2.355440 -1.970236
H81 -1.007008 -1.308310 -1.640686
H82 0.019602 -2.974860 0.273604
H83 0.404012 -4.633760 -0.155306
H84 -2.287968 -4.914340 -0.386126
H85 -2.468028 -3.465900 0.547954
H86 -1.054908 -4.332200 2.457554
H87 -0.861288 -5.842710 1.556304
H88 -3.220968 -6.331860 1.797194
H89 -3.473428 -4.632450 2.302464
H90 -2.706968 -5.875900 3.359704
H91 -0.724568 -5.739870 -2.213106
H92 -0.396518 -4.925850 -3.777246
H93 -2.762498 -3.978590 -3.664236
H94 -3.131008 -4.824310 -2.349796
H95 -3.960438 -6.367840 -3.990046
H96 -2.622398 -7.115040 -3.314316
H97 -2.329228 -5.593200 -6.010286
H98 -2.671218 -7.297710 -5.911796
H99 -1.245048 -6.553890 -5.133066
H100 1.107432 -3.217490 -3.512696
H101 1.806382 -4.351260 -2.319136
H102 3.328092 -2.616410 -2.111316
H103 2.251012 -2.327450 -0.764576
H104 2.648442 -0.191980 -1.848906
H105 1.095782 -0.560000 -2.391566
H106 2.325272 -1.584330 -4.599106
H107 3.798202 -0.993960 -3.943396
H108 2.465262 0.060960 -4.405136
C49 -1.605398 -1.186550 3.651134
O1 -2.874458 -1.137970 3.064004
C50 -2.822498 -0.442840 1.830684
C51 -4.209118 0.023570 1.386684
N1 -5.089628 -1.206280 1.517624
H109 -4.844448 -1.848640 0.777794
H110 -4.708898 -1.731180 2.291974
C52 -6.565618 -0.877190 1.326654
C53 -6.976298 -0.877450 -0.207406
O2 -6.140048 -0.043580 -0.970686
C54 -6.408828 -0.106680 -2.349866
H111 -1.762718 -1.697720 4.600904
H112 -1.219078 -0.198610 3.901764
H113 -0.910908 -1.712880 2.996334
H114 -2.384448 -0.986840 0.993854
H115 -2.301998 0.471660 2.115044
H116 -4.289048 0.427950 0.377634
H117 -4.559118 0.720880 2.147834
H118 -6.733558 0.114750 1.746124
H119 -7.081108 -1.695390 1.829554
H120 -7.898548 -0.301480 -0.283706
H121 -7.022098 -1.867290 -0.661506
H122 -6.956918 -0.992420 -2.671066
H123 -5.455078 -0.176250 -2.872956
H124 -7.081178 0.648360 -2.757266
Cl1 0.484152 -0.208110 0.728614

Atomic forces in eV per Å
0.757 -0.360 -0.007
-1.163 -0.831 0.321
-0.593 0.494 0.742
1.823 -0.323 -0.192
-0.484 -0.285 -0.300
0.045 -0.791 0.294
-0.173 1.101 -0.776
0.728 -1.320 0.016
0.389 -0.130 0.911
-0.330 0.598 0.607
-1.020 -0.475 -1.123
1.024 0.750 1.682
-0.160 0.183 -0.184
-1.608 -0.254 0.469
0.523 0.869 -1.231
0.277 -0.133 -0.176
0.283 -0.259 -0.422
0.535 -0.237 -0.311
-0.798 -0.439 -0.422
0.374 0.068 0.128
-0.015 0.063 -0.192
-0.279 0.320 0.299
-1.262 0.270 -0.326
1.070 0.640 0.079
-0.004 -0.532 -0.429
-0.351 0.640 -0.206
-0.581 -0.059 -0.160
-0.165 0.236 0.002
-0.010 0.168 -0.577
-0.077 0.309 -0.002
-0.370 0.319 -0.120
0.284 0.184 0.736
-0.049 -0.041 -0.165
0.057 -0.047 0.044
0.011 -0.152 -0.205
0.350 -0.150 -0.098
0.600 0.024 -0.128
0.219 0.186 -0.251
0.268 -0.027 0.127
-0.149 0.021 0.154
-0.322 0.125 -0.396
0.588 0.103 0.118
-0.084 -0.189 -0.178
0.036 -0.379 -0.199
0.547 -0.020 0.165
0.292 -0.245 -0.231
-0.090 0.282 0.122
-0.185 -0.291 0.690
0.012 -0.110 0.317
0.076 0.134 -0.092
-0.622 0.249 0.358
-0.337 0.417 0.406
0.330 -0.402 0.342
-0.836 0.934 0.189
0.343 -1.236 -0.304
-0.041 -0.524 -0.671
0.073 -0.381 0.851
0.775 -1.396 0.386
1.189 1.209 -1.524
-0.440 0.427 1.007
-0.206 -0.401 0.764
-0.878 -0.606 -0.453
-0.988 1.145 -0.232
0.877 -0.041 -0.321
-0.752 1.259 1.201
-0.671 -0.556 0.026
-0.291 0.725 0.196
-1.372 0.019 -1.316
-0.453 -2.210 0.944
0.456 1.225 -0.421
-0.133 -0.504 -0.021
0.418 0.248 0.176
0.142 -0.002 -0.250
0.219 -0.098 -0.018
-0.377 0.464 0.102
-0.246 0.116 -0.020
0.431 -0.350 -0.286
0.203 -0.004 0.060
-0.150 -0.221 0.023
-0.298 -0.277 -0.006
0.027 -0.398 0.310
0.246 0.391 -0.552
0.051 -0.356 -0.036
-0.084 0.224 -0.215
0.670 0.533 -0.177
0.273 0.131 -0.187
-0.117 -0.038 -0.227
0.109 0.285 0.177
0.991 0.032 0.841
-0.958 -0.578 0.308
-0.173 0.248 -0.109
0.160 0.101 0.072
0.138 0.172 -0.205
0.196 0.013 0.035
-0.248 -0.354 0.251
0.178 -0.142 -0.500
0.245 0.520 -0.190
0.692 -0.504 -0.116
-0.467 0.460 -0.081
-0.361 0.262 -0.125
0.489 0.107 -0.234
0.487 -0.173 0.791
-0.054 0.143 0.062
0.032 -0.004 0.142
0.222 -0.278 -0.134
0.173 0.265 -0.130
0.250 -1.985 1.044
-0.333 0.940 -0.422
-1.144 -0.059 -0.457
1.150 1.163 -0.553
-2.063 -1.818 0.547
-0.790 0.882 -0.409
1.886 -0.098 0.466
-0.442 -0.792 -0.351
-0.334 -0.234 -0.179
0.503 0.676 0.380
-1.506 -0.740 -0.122
-0.727 0.572 -0.632
1.384 0.447 0.419
-0.250 0.675 0.225
-0.229 -0.739 -0.607
0.834 0.545 -0.159
-0.635 0.222 -0.642
0.299 0.210 -0.600
-0.388 0.389 0.061
0.411 0.403 0.045
0.383 -0.262 -0.054
-0.050 -0.067 0.257
0.028 -0.021 -0.025
0.350 -0.143 0.077
0.109 -0.181 0.084
-0.412 0.350 0.394
0.025 0.096 0.542
-0.231 -0.414 0.539
0.007 -0.450 0.364
0.256 0.473 -0.178
0.322 0.334 -0.382
0.278 0.089 0.012
-0.167 0.193 -0.299
-0.552 -0.213 0.394
0.182 0.421 0.101
0.184 -0.295 -0.240
0.089 -0.377 -0.047
0.291 -0.228 -1.084
0.414 -0.412 0.752
-0.227 0.682 0.227
0.465 0.120 0.187
-0.588 0.322 0.241
-0.062 -0.100 0.478
0.308 -0.536 -0.581
1.157 0.111 -0.613
-0.176 -0.182 -0.226
0.162 0.028 0.121
-0.192 0.232 0.018
0.200 0.027 0.097
-0.238 -0.271 -0.253
-0.257 -0.505 0.309
0.020 0.123 0.434
0.188 0.346 0.322
0.245 -0.593 0.953
-1.397 -0.162 -1.231
-0.310 1.434 0.098
0.159 -1.062 1.499
0.039 1.069 -1.929
0.108 -0.091 -0.843
-0.730 0.062 1.529
0.204 -0.796 -1.052
-0.014 1.295 1.023
1.335 -0.131 0.274
-0.194 -0.684 -1.159
0.276 -0.226 -0.105
-0.016 0.272 -0.296
0.220 0.006 0.116
0.723 -0.169 0.299
0.625 0.132 -1.040
0.026 -0.250 0.301
-0.329 0.092 -0.249
-0.083 -0.328 0.213
-0.468 0.471 0.071
-0.910 -1.054 0.579
-0.193 -0.195 0.275
0.082 -0.627 0.517
-0.078 0.501 -0.080
0.423 0.776 0.432
-0.010 0.016 -0.101

The calculation puts the gap between HOMO and LUMO at 9.095 eV. The value obtained for the energy above the lowest of the compared OMol25 structures with the same formula, charge and spin is 0.369 eV. As for the net charge: +3. The HOMO energy is -15.190 eV.

Here are the Löwdin charges for atoms 1 to 4, given in e: atom 1 (C): -0.07, atom 2 (C): -0.24, atom 3 (C): -0.26, atom 4 (C): -0.29